# 1
The following is a DFT calculation (ωB97M-V with the def2-TZVPD basis set) of a structure of composition C24H20F9N2O13PS2W at a distorted geometry.

The max |F| is 3.6 eV/A. For the frontier orbital gap (alpha / beta), the calculation gives 5.19 / 5.19 eV. The value obtained for the LUMO energy (alpha / beta) is 3.96 / 3.96 eV. The energy relative to the best compared isomer or geometry (same formula, charge and spin) comes out at 30.9 kJ/mol. For the total energy, the calculation gives -4118.30731 a.u. As for the net charge: -2.

CARTESIAN COORDINATES (ANGSTROEM)
W 0.812 -0.195 0.791
S -1.628 0.898 0.823
S -2.648 3.983 -0.099
P -1.668 2.353 -0.605
F -0.543 -4.946 2.794
F -3.331 -2.937 0.420
F -1.218 -2.488 3.908
F -2.519 -4.903 0.879
F -2.935 -3.535 3.122
F 0.936 -3.404 2.500
F -2.661 -1.435 2.679
F 0.361 -4.672 0.845
F -1.652 -3.713 -0.706
O 3.738 2.410 -0.574
O -0.745 0.925 4.461
O 0.061 -0.275 2.752
O 2.466 -0.595 2.091
O -0.132 2.620 -0.943
O 4.335 -1.768 2.498
O -0.670 -1.904 0.873
O 2.363 0.681 -0.255
O 0.131 -0.473 -1.084
O 3.823 -5.093 -1.468
O -2.197 1.777 -2.020
O 1.204 5.552 2.824
O 0.042 -1.721 -2.908
N 1.157 1.649 1.620
N 1.850 -1.848 0.059
C -4.487 1.047 -1.379
C 3.331 -1.507 1.850
C 2.817 1.857 0.002
C 3.667 -3.372 0.124
C 3.187 -3.986 -1.006
C -2.757 -0.593 -2.219
C -0.393 4.224 -2.879
C 2.096 -3.433 -1.664
C -2.000 -2.575 2.827
C 0.487 3.267 -2.087
C 1.050 2.163 -2.963
C 2.115 3.805 1.519
C -0.159 0.814 3.405
C 0.462 3.296 3.162
C -2.187 -3.634 0.522
C 1.481 -2.339 -1.128
C 2.046 2.490 1.112
C 0.454 -1.493 -1.800
C 2.967 -2.294 0.618
C -0.104 -4.001 1.926
C -3.272 0.835 -2.275
C 1.243 4.233 2.496
C -1.194 -2.944 1.512
C 0.477 2.006 2.724
H 3.346 -5.407 -2.243
H -4.279 0.696 -0.369
H -0.140 3.560 4.025
H 4.560 -3.717 0.627
H -2.377 -0.817 -1.223
H -1.250 3.699 -3.300
H 1.309 3.831 -1.644
H 1.703 1.522 -2.373
H 2.828 4.472 1.053
H 0.369 5.717 3.270
H -1.941 -0.738 -2.926
H -4.753 2.104 -1.331
H -0.760 5.036 -2.258
H 0.209 4.638 -3.695
H -3.556 1.070 -3.302
H 1.628 2.603 -3.782
H 1.716 -3.831 -2.600
H -5.333 0.486 -1.787
H 0.238 1.553 -3.361
H -3.574 -1.284 -2.454

Results of the Löwdin charge analysis, in e, for atoms 1 through 2:
1. W 1.68
2. S 0.54


# 2
The following is a DFT calculation (ωB97M-V with the def2-TZVPD basis set) of an isolated molecule of C7H10.

The max |F| is 0.8 eV/A. For the frontier orbital gap, the calculation gives 9.67 eV. The value obtained for the LUMO energy is 1.15 eV. The energy relative to the best compared isomer or geometry (same formula, charge and spin) comes out at 142.5 kJ/mol. For the total energy, the calculation gives -272.66372 a.u. Its SMILES is C[C@@H]1[C@@H]2C=CC[C@H]12.

CARTESIAN COORDINATES (ANGSTROEM)
C 0.414 -1.769 0.372
C 0.920 0.717 -0.294
C 0.894 -0.371 0.731
C -0.124 0.572 -1.400
C -1.439 0.534 -0.648
C 0.127 0.937 0.988
C -1.304 0.973 0.602
H 0.086 -2.347 1.242
H 1.842 1.255 -0.499
H -2.127 1.222 1.267
H 1.263 -2.309 -0.073
H 0.041 -0.291 -2.054
H -2.346 0.071 -1.006
H 0.487 1.540 1.814
H 1.776 -0.404 1.365
H -0.120 1.466 -2.038
H -0.390 -1.796 -0.370

Results of the Löwdin charge analysis, in e, for atoms 1 through 2:
1. C -0.06
2. C -0.21


# 3
The following is a DFT calculation (ωB97M-V with the def2-TZVPD basis set) of a structure of composition C40H56BF2MnN5P at a distorted geometry.

The max |F| is 1.3 eV/A. For the frontier orbital gap (alpha / beta), the calculation gives 3.85 / 5.02 eV. The value obtained for the LUMO energy (alpha / beta) is -11.48 / -10.31 eV. The energy relative to the best compared isomer or geometry (same formula, charge and spin) comes out at 0.0 kJ/mol. For the total energy, the calculation gives -3547.58301 a.u. As for the net charge: +3. As for the multiplicity: 2.

CARTESIAN COORDINATES (ANGSTROEM)
Mn -0.021 0.274 0.246
P -2.305 -0.740 -0.130
F 0.625 0.965 -1.623
F -1.244 2.373 -1.792
N 1.205 3.903 2.003
N 0.487 2.155 0.889
N 2.289 4.445 4.046
N 3.633 4.648 3.911
N 4.241 4.139 4.887
C 4.687 0.783 -0.942
C 0.172 3.068 1.837
C 1.112 2.642 7.061
C 0.496 -1.980 0.486
C 3.523 2.907 6.960
C 1.428 4.952 3.033
C -3.423 0.134 1.076
C 5.238 -0.721 1.003
C -3.056 -3.288 0.735
C 0.143 -4.039 -1.923
C -2.825 -4.579 1.175
C 1.756 2.509 0.427
C 3.327 3.570 5.745
C -1.098 3.210 2.585
C 2.892 -0.457 0.379
C -3.865 0.414 -2.208
C -0.460 -4.181 1.096
C 2.054 3.765 5.216
C -3.917 -2.076 -1.990
C -1.984 -2.424 0.474
C 4.209 0.265 0.413
C 1.344 -2.186 -3.202
C -2.769 -0.060 2.442
C 2.202 3.573 1.121
C 2.398 2.448 7.605
C 1.237 -2.977 -1.877
C 1.358 -2.049 -0.674
C -3.502 1.623 0.726
C 0.908 3.296 5.862
C 0.388 -0.224 3.911
C -3.032 -0.825 -1.869
C 1.173 -2.592 3.726
C -1.899 -0.955 -2.874
C -0.681 -2.880 0.656
C 0.957 -1.282 1.652
C -1.524 -5.028 1.356
C 2.064 -0.456 1.531
C 0.362 -1.484 3.038
C -4.852 -0.422 1.123
C 2.514 -1.259 -0.680
B -0.617 1.395 -1.254
H -1.341 -6.036 1.698
H 4.114 1.095 1.120
H -5.350 -0.419 0.159
H 2.184 -3.533 -1.813
H -4.775 -2.054 -1.323
H 0.674 -1.331 -3.235
H -3.791 2.165 1.624
H 4.998 -0.030 -1.595
H 0.208 0.697 3.351
H 0.783 -2.754 4.728
H 6.204 -0.224 1.064
H 4.513 2.782 7.371
H -1.305 -1.852 -2.713
H -3.660 -5.235 1.367
H -4.158 0.327 -3.254
H 1.094 -2.845 -4.029
H 3.167 -1.320 -1.536
H 0.226 -4.559 -2.876
H -0.664 -1.841 2.934
H -1.732 0.294 2.459
H 5.557 1.419 -0.796
H -2.324 -1.010 -3.877
H -2.555 2.033 0.370
H -1.228 -0.088 -2.887
H -5.423 0.238 1.778
H -4.257 1.826 -0.025
H -4.073 -2.975 0.573
H 2.218 -2.300 3.815
H 2.351 -1.821 -3.383
H -4.306 -2.095 -3.008
H 4.963 -1.050 2.002
H -3.364 -2.999 -1.832
H -3.320 1.346 -2.110
H -2.774 -1.104 2.751
H 2.391 0.110 2.394
H 0.266 -4.785 -1.144
H 3.129 4.115 1.088
H -0.089 3.461 5.482
H 0.477 5.309 3.426
H -3.323 0.512 3.186
H -4.906 -1.414 1.559
H -1.908 3.441 1.902
H -4.780 0.477 -1.629
H 1.942 5.775 2.529
H 5.344 -1.595 0.363
H -0.370 -0.298 4.688
H 1.124 -3.537 3.191
H 0.257 2.287 7.617
H -0.870 -3.645 -1.849
H -1.036 4.027 3.296
H -1.342 2.308 3.138
H 0.552 -4.535 1.233
H 3.934 1.368 -1.468
H 2.241 2.000 -0.380
H 2.495 1.944 8.556
H 1.345 -0.109 4.418

Results of the Löwdin charge analysis, in e, for atoms 1 through 2:
1. Mn 0.80
2. P 1.27


# 4
The following is a DFT calculation (ωB97M-V with the def2-TZVPD basis set) of a structure of composition C2H4INO at a distorted geometry.

The max |F| is 5.5 eV/A. For the frontier orbital gap, the calculation gives 9.64 eV. The value obtained for the LUMO energy is 0.06 eV. The energy relative to the best compared isomer or geometry (same formula, charge and spin) comes out at 111.0 kJ/mol. For the total energy, the calculation gives -506.23186 a.u.

CARTESIAN COORDINATES (ANGSTROEM)
I -2.374 0.194 1.090
O 1.613 -0.747 0.026
N -0.046 1.398 -0.697
C 0.246 -0.794 0.068
C -0.480 0.437 -0.064
H 2.045 0.159 -0.187
H -0.142 -1.268 1.272
H -0.703 2.137 -0.858
H -0.160 -1.516 -0.651

Results of the Löwdin charge analysis, in e, for atoms 1 through 2:
1. I 0.70
2. O -0.07